{"formula": "C3H6S2", "method": "ωB97M-V with the def2-TZVPD basis set", "gap_ev": 8.524, "total_energy_ev": -24875.1692, "de_lowest_ev": 3.539, "lumo_ev": 0.20, "largest_force_ev_per_a": 2.81, "elements": ["C", "C", "C", "S", "S", "H", "H", "H", "H", "H", "H"], "coordinates": [[-1.53134, 1.02960, 0.64706], [-1.30144, 0.20200, -0.17575], [-1.24165, -0.84266, -1.20096], [2.60914, 0.03192, 1.36401], [3.47851, 1.25728, 0.11892], [1.46100, 0.70150, 1.72772], [-1.89245, 1.83472, 1.32386], [-2.05520, -0.71689, -1.90391], [-0.20416, -0.77136, -1.66189], [-1.25219, -1.80238, -0.69533], [1.92977, -0.92373, 0.45628]], "atomic_forces_ev_per_a": [[-0.9, 2.1, 1.7], [-0.4, -0.8, -0.7], [2.3, 0.5, 0.4], [-1.3, -1.2, -1.2], [0.6, 0.5, -0.3], [0.1, -0.6, -0.2], [0.8, -1.2, -0.9], [0.1, -0.2, -0.2], [-1.4, -0.1, 0.0], [-0.3, -0.3, -0.2], [0.5, 1.3, 1.7]]}